Record 1
A molecular structure, H17LiO9, computed with wB97M-V/def2-TZVPD.

Computed properties:
highest occupied orbital energy: -9.578 eV
calculated total energy: -694.7820 a.u.
orbital gap: 7.5 eV
energy relative to the best compared isomer or geometry (same formula, charge and spin): 279.8 kJ/mol
M: 168.07 g mol⁻¹

Positions of all 27 atoms, in Å:
Li1 -7.332 -3.175 39.977
O1 -6.612 -5.097 40.112
H1 -6.924 -5.621 39.313
O2 -5.141 -5.253 42.542
H2 -5.563 -4.983 41.676
H3 -4.406 -4.942 42.241
O3 -9.414 -7.527 40.150
H4 -8.701 -6.871 40.686
H5 -9.748 -6.867 39.608
O4 -7.923 -6.816 36.778
H6 -8.144 -7.707 36.919
H7 -7.309 -6.832 36.074
O5 -4.896 -7.039 40.167
H8 -5.407 -6.304 40.242
H9 -4.049 -6.756 40.004
O6 -4.136 -4.335 38.933
H10 -3.452 -4.627 39.598
H11 -5.034 -4.603 39.451
O7 -9.824 -5.607 38.486
H12 -9.524 -4.598 38.211
H13 -9.351 -6.000 37.836
O8 -8.132 -6.084 41.998
H14 -7.542 -5.843 41.277
H15 -8.347 -5.336 42.539
O9 -5.544 -8.288 37.774
H16 -6.301 -7.637 37.569
H17 -5.494 -8.126 38.837

Forces on the atoms, in the same order (eV/Å):
0.6 -1.4 0.1
-1.1 1.2 -2.1
0.5 0.9 1.3
-7.3 -1.4 0.4
-1.1 -1.1 1.4
8.5 2.7 -1.5
4.0 0.3 3.3
-3.3 -3.1 -1.4
-1.4 1.6 -1.5
-0.5 1.9 0.8
-0.7 -2.1 0.5
1.0 0.2 -1.4
-0.1 -5.0 0.4
-2.6 3.3 0.5
3.1 0.7 -0.8
-1.5 -1.0 2.9
-0.8 0.6 -1.2
2.2 0.7 -1.7
-1.0 7.3 1.4
-1.6 -3.6 1.3
2.5 -2.8 -3.4
-0.5 -1.1 0.6
0.9 1.0 0.0
0.0 0.6 0.2
-1.9 1.9 2.8
1.9 -1.5 0.5
0.2 -0.4 -3.4

---

Record 2
A molecular structure, H17NaO9, computed with wB97M-V/def2-TZVPD.

Computed properties:
highest occupied orbital energy: -10.588 eV
calculated total energy: -849.6835 a.u.
orbital gap: 9.3 eV
energy relative to the best compared isomer or geometry (same formula, charge and spin): 58.1 kJ/mol
M: 184.12 g mol⁻¹

Positions of all 27 atoms, in Å:
Na1 2.561 -0.710 -0.725
O1 0.531 -0.373 0.552
H1 -0.223 -0.023 0.063
O2 -0.358 2.644 -2.234
H2 0.071 2.859 -3.067
H3 0.038 1.802 -1.960
O3 1.087 0.035 -2.564
H4 1.142 0.099 -3.526
H5 0.461 -0.708 -2.400
O4 0.221 -2.471 2.183
H6 0.214 -1.667 1.589
H7 -0.704 -2.695 2.327
O5 -3.067 -0.188 -1.127
H8 -2.809 0.194 -0.274
H9 -2.869 -1.125 -1.050
O6 -1.902 0.140 1.921
H10 -1.015 -0.061 1.544
H11 -1.957 -0.395 2.719
O7 1.086 2.353 0.663
H12 0.694 1.459 0.690
H13 1.817 2.269 0.048
O8 2.247 0.970 2.882
H14 2.067 1.794 2.408
H15 1.625 0.336 2.501
O9 -0.084 -2.279 -1.356
H16 0.127 -1.724 -0.569
H17 -1.003 -2.534 -1.240

Forces on the atoms, in the same order (eV/Å):
-0.8 0.2 0.3
0.2 -0.1 -0.6
0.1 0.1 -0.4
0.1 -0.2 0.0
0.0 0.0 0.0
-0.1 0.3 -0.2
0.1 -0.6 0.1
0.0 0.1 0.1
0.1 0.1 0.0
-0.1 0.4 -0.3
0.1 -0.6 0.4
0.1 0.0 0.0
0.3 0.1 0.0
-0.2 -0.1 0.0
-0.1 0.0 0.1
0.3 -0.2 -0.5
-0.4 0.1 0.7
0.0 0.1 0.0
-0.1 0.2 0.1
0.3 0.0 0.1
0.0 0.2 -0.1
0.3 -0.2 0.0
-0.2 -0.1 0.0
0.0 0.1 0.0
0.2 0.3 -0.2
-0.1 -0.1 0.2
0.1 -0.1 -0.1

---

Record 3
8 unconnected molecules or ions with the total composition H17O8, computed with wB97M-V/def2-TZVPD.

Computed properties:
highest occupied orbital energy: -13.540 eV
total charge: +1
calculated total energy: -611.7375 a.u.
orbital gap: 10.2 eV
energy relative to the best compared isomer or geometry (same formula, charge and spin): 456.3 kJ/mol
M: 145.13 g mol⁻¹

Positions of all 25 atoms, in Å:
O1 -0.868 -0.235 0.302
H1 -0.375 0.639 0.226
H2 -0.797 -0.675 -0.651
H3 -0.457 -0.861 1.142
O2 3.150 -1.272 1.012
H4 3.392 -0.810 0.101
H5 2.322 -1.063 1.440
O3 -1.986 0.122 -2.949
H6 -1.741 1.086 -2.696
H7 -1.205 -0.124 -3.585
O4 0.526 2.126 -0.124
H8 0.449 2.227 -0.933
H9 0.064 2.735 0.426
O5 0.844 -0.001 2.289
H10 1.322 0.692 2.798
H11 0.656 -0.567 2.921
O6 0.197 -2.717 1.008
H12 0.382 -3.235 0.037
H13 -0.397 -3.032 1.525
O7 -1.893 3.153 0.811
H14 -2.076 3.615 0.045
H15 -2.213 3.838 1.466
O8 0.309 -1.784 -1.816
H16 0.990 -1.846 -2.471
H17 -0.596 -2.019 -2.326

Forces on the atoms, in the same order (eV/Å):
0.7 -2.0 0.0
0.3 0.0 0.4
0.3 0.6 2.5
-0.6 1.7 -3.6
2.2 0.4 -2.8
-1.6 -1.2 3.4
-0.4 0.8 -0.8
3.1 1.6 -0.8
-0.8 -2.4 -0.7
-2.3 0.8 1.6
1.9 -3.7 11.7
-1.2 2.3 -12.0
-1.0 1.1 0.2
1.9 4.9 -3.6
-0.3 -0.3 -0.9
-1.5 -4.8 5.0
7.1 2.6 -8.7
-1.2 2.1 4.5
-6.2 -4.4 4.7
0.0 0.2 3.6
-0.6 1.3 -3.0
0.6 -1.4 -0.5
-4.2 -0.7 -0.8
0.7 0.0 -0.7
3.2 0.6 1.5

---

Record 4
9 unconnected molecules or ions with the total composition H17O9, computed with wB97M-V/def2-TZVPD.

Computed properties:
highest occupied orbital energy: -6.377 eV
total charge: -1
calculated total energy: -687.3411 a.u.
orbital gap: 9.5 eV
energy relative to the best compared isomer or geometry (same formula, charge and spin): 291.6 kJ/mol
M: 161.13 g mol⁻¹

Positions of all 26 atoms, in Å:
O1 0.362 -0.196 0.293
H1 0.229 -0.823 -0.594
O2 -1.545 2.709 -1.262
H2 -1.290 3.501 -1.442
H3 -1.076 2.291 -0.499
O3 0.988 -1.110 2.768
H4 0.708 -1.957 2.752
H5 0.791 -0.816 1.976
O4 -2.379 -1.057 -2.153
H6 -2.909 -1.698 -2.646
H7 -1.808 -1.489 -1.475
O5 -1.223 -2.399 0.112
H8 -0.848 -1.547 0.175
H9 -0.581 -3.062 -0.177
O6 1.919 1.744 1.436
H10 1.580 0.980 1.180
H11 1.226 2.287 1.819
O7 1.033 1.112 -1.897
H12 0.438 0.965 -2.657
H13 0.490 0.844 -1.121
O8 3.200 -1.015 0.307
H14 2.343 -0.707 0.279
H15 3.833 -0.300 0.042
O9 -1.898 0.806 1.177
H16 -2.647 0.541 0.691
H17 -0.945 0.389 0.921

Forces on the atoms, in the same order (eV/Å):
-0.8 -2.7 -3.5
1.1 2.8 3.4
-2.7 -8.4 2.2
3.0 7.6 -1.3
-0.6 0.8 -0.8
2.9 1.4 6.8
-1.4 -4.3 0.2
-1.6 2.7 -6.6
0.3 0.3 0.0
0.5 -0.1 0.6
-1.1 -0.3 -0.7
-1.7 -2.9 -0.6
1.5 1.8 1.0
0.1 0.7 0.2
3.0 6.1 2.1
-2.8 -5.4 -2.0
-0.1 -0.3 -0.1
-0.6 -0.1 -0.9
0.4 0.3 0.6
0.6 0.1 0.0
4.6 -0.8 -0.3
-3.2 1.5 -0.3
-1.4 -0.9 0.4
3.0 0.6 1.4
-0.7 -0.8 -1.3
-2.4 0.3 -0.4

---

Record 5
9 unconnected molecules or ions with the total composition H17O9, computed with wB97M-V/def2-TZVPD.

Computed properties:
highest occupied orbital energy: -6.639 eV
total charge: -1
calculated total energy: -687.3137 a.u.
orbital gap: 9.8 eV
energy relative to the best compared isomer or geometry (same formula, charge and spin): 363.3 kJ/mol
M: 161.13 g mol⁻¹

Positions of all 26 atoms, in Å:
O1 1.108 3.192 0.241
H1 1.699 2.820 0.754
H2 0.663 2.442 -0.241
O2 -1.881 -0.861 -1.050
H3 -1.301 0.003 -1.134
O3 0.647 -0.972 -2.330
H4 0.300 -0.196 -1.754
H5 0.555 -1.993 -2.126
O4 0.070 1.032 -1.022
H6 -0.126 1.721 -1.628
H7 0.625 0.181 0.346
O5 2.196 -2.862 0.469
H8 2.803 -2.251 -0.006
H9 1.195 -2.276 0.574
O6 2.476 1.395 -0.336
H10 2.057 0.928 -1.125
H11 3.235 0.834 -0.112
O7 0.136 -0.721 0.752
H12 -0.725 -0.778 0.581
H13 -2.026 -1.323 -1.787
O8 -3.643 0.914 -0.008
H14 -3.974 0.177 0.580
H15 -2.874 0.440 -0.420
O9 -1.107 -1.010 3.465
H16 -0.735 -1.528 2.774
H17 -1.394 -0.065 3.281

Forces on the atoms, in the same order (eV/Å):
-6.0 3.7 -3.9
4.5 -2.9 3.7
0.6 0.7 0.9
0.9 4.1 5.2
-0.2 -1.7 -0.5
0.6 -3.3 -1.0
0.3 -1.0 0.3
-0.1 3.8 0.2
-1.1 -0.6 0.1
-0.3 1.0 -1.1
-2.6 -3.1 1.1
-3.4 2.4 0.1
-1.0 -0.4 0.4
4.3 -1.6 -0.6
1.4 -2.4 -1.3
0.3 0.9 1.4
-0.2 0.1 -0.1
8.2 2.0 1.4
-5.3 0.2 -1.7
-0.4 -2.2 -4.7
0.0 -1.6 0.9
0.4 1.3 -0.9
-1.0 0.4 0.2
-1.5 1.8 2.2
0.5 0.6 -1.5
1.1 -2.3 -0.6

---

Record 6
9 unconnected molecules or ions with the total composition H17O9, computed with wB97M-V/def2-TZVPD.

Computed properties:
highest occupied orbital energy: -6.505 eV
total charge: -1
calculated total energy: -687.4036 a.u.
orbital gap: 9.1 eV
energy relative to the best compared isomer or geometry (same formula, charge and spin): 127.3 kJ/mol
M: 161.13 g mol⁻¹

Positions of all 26 atoms, in Å:
O1 -6.143 -18.148 -8.447
H1 -6.918 -17.580 -8.593
O2 -6.815 -18.293 -11.085
H2 -7.362 -17.512 -11.088
H3 -6.398 -18.332 -10.250
O3 -8.555 -19.202 -7.915
H4 -7.631 -19.057 -8.169
H5 -8.981 -18.819 -8.689
O4 -5.876 -20.705 -8.017
H6 -5.998 -19.744 -8.277
H7 -6.335 -20.722 -7.155
O5 -5.306 -15.671 -8.822
H8 -5.593 -16.575 -8.731
H9 -5.871 -15.145 -8.259
O6 -6.814 -17.394 -6.054
H10 -6.580 -17.647 -6.946
H11 -7.539 -17.943 -5.827
O7 -8.913 -16.136 -8.923
H12 -9.526 -16.357 -8.228
H13 -9.200 -15.270 -9.149
O8 -4.301 -18.931 -5.983
H14 -4.923 -18.477 -6.533
H15 -4.212 -18.459 -5.154
O9 -3.880 -18.856 -9.494
H16 -4.070 -19.682 -9.903
H17 -4.682 -18.664 -9.002

Forces on the atoms, in the same order (eV/Å):
-1.0 0.7 0.1
0.2 -0.2 -0.3
-1.0 -0.4 -2.4
-0.1 0.3 0.2
1.0 0.1 1.8
-0.8 0.1 -0.1
0.4 -0.3 0.2
-0.3 -0.2 0.0
-0.6 0.4 0.4
0.2 -1.1 0.3
0.5 -0.2 -0.6
0.6 1.7 -0.5
0.1 -1.1 0.2
-0.2 0.0 0.2
0.4 1.5 1.5
0.4 -0.4 -1.0
-1.0 -0.8 0.2
0.3 -0.8 0.0
-0.1 -0.6 0.6
-0.1 1.3 -0.6
1.2 -1.1 0.6
-0.6 0.6 -0.3
-0.4 0.3 -0.2
1.1 0.6 -0.2
-0.1 -1.1 -0.5
-0.1 0.5 0.1